C14H24CrIN6O2S | ωB97M-V/def2-TZVPD

Energy: -75288.775 eV
LUMO (spin up / spin down): -0.2410 / -0.2415 Eh
⟨S²⟩: 3.799
HOMO energy (spin up / spin down): -13.55 / -13.68 eV
Total charge: +2
Multiplicity: 4
Kohn-Sham gap (spin up / spin down): 6.994 / 7.106 eV

```
49
Properties=species:S:1:pos:R:3:mulliken_charge:R:1
Cr 0.21 0.03 -0.09 -0.156
N -0.40 -1.84 -0.94 -0.296
C -0.13 -1.84 -2.40 -0.537
C 1.18 -1.11 -2.64 -0.627
N 1.05 0.26 -2.06 -0.269
H 0.19 -2.55 -0.51 0.192
H -1.36 -2.14 -0.78 0.301
H -0.95 -1.32 -2.90 0.336
H -0.08 -2.85 -2.80 0.464
H 1.42 -1.08 -3.70 0.454
H 1.98 -1.62 -2.11 0.302
H 0.48 0.80 -2.70 0.315
H 1.97 0.69 -2.05 0.311
N 0.82 1.91 0.83 -0.307
C 0.07 2.07 2.10 -0.595
C 0.01 0.71 2.79 -0.597
N -0.63 -0.25 1.86 -0.236
H 1.81 1.77 1.06 0.327
H 0.78 2.79 0.32 0.277
H -0.94 2.41 1.87 0.302
H 0.54 2.80 2.76 0.486
H -0.53 0.79 3.73 0.470
H 1.02 0.36 2.99 0.327
H -1.64 -0.10 1.89 0.321
H -0.48 -1.19 2.22 0.279
O 4.22 -6.71 3.32 -0.449
C 4.75 -5.48 3.40 0.612
O 5.75 -5.28 4.02 -0.503
C 4.06 -4.35 2.68 0.681
C 2.74 -4.40 2.25 -1.034
C 2.16 -3.31 1.61 -0.886
C 2.92 -2.16 1.40 1.331
S 2.30 -0.72 0.59 -0.142
C 4.24 -2.10 1.83 -0.626
C 4.80 -3.19 2.47 -0.795
H 3.46 -6.77 2.73 0.289
H 2.11 -5.27 2.43 0.255
H 1.13 -3.36 1.30 0.124
H 4.82 -1.20 1.67 0.448
H 5.82 -3.16 2.82 0.464
I -5.78 1.48 -0.70 0.247
C -3.71 1.54 -0.85 -0.955
C -2.91 2.56 -1.32 -0.091
N -1.63 2.14 -1.21 -0.184
N -1.55 0.89 -0.70 0.604
C -2.81 0.53 -0.48 -0.443
H -3.17 3.52 -1.72 0.494
H -0.81 2.64 -1.52 0.174
H -3.06 -0.45 -0.08 0.542
```


C14H24HoI2N2O3S3Sc | ωB97M-V/def2-TZVPD

Energy: -119195.431 eV
LUMO (spin up / spin down): -0.5404 / -0.5369 Eh
⟨S²⟩: 6.005
HOMO energy (spin up / spin down): -18.61 / -18.61 eV
Total charge: +4
Multiplicity: 5
Kohn-Sham gap (spin up / spin down): 3.906 / 4.001 eV

```
50
Properties=species:S:1:pos:R:3:mulliken_charge:R:1
I -3.97 2.44 -1.80 0.031
I -4.58 0.15 -2.96 0.000
Ho -0.36 -2.34 -1.95 1.216
Sc 0.15 0.40 0.17 -0.707
S -1.57 -1.29 0.06 0.632
S 0.24 0.10 -2.43 0.220
C 0.53 -0.75 2.05 0.531
C -3.26 -2.11 0.95 1.093
C 1.67 0.81 -3.56 1.289
C -3.83 -3.11 -0.04 -1.371
C -2.76 -2.77 2.23 -1.290
C -4.15 -0.90 1.15 -1.194
C 1.24 0.50 -4.99 -1.471
C 3.00 0.14 -3.22 -1.090
C 1.67 2.31 -3.28 -1.382
C 0.11 -3.98 -0.26 0.227
C 1.92 -2.89 -1.59 0.149
O 0.64 -1.32 3.06 -0.139
O 0.40 -4.71 0.60 -0.066
O 3.02 -3.18 -1.40 -0.014
H -3.13 -3.95 -0.22 0.314
H -4.07 -2.63 -1.00 0.276
H -4.77 -3.54 0.37 0.485
H -2.05 -3.58 1.99 0.262
H -3.60 -3.21 2.78 0.480
H -2.25 -2.06 2.89 0.325
H -3.68 -0.17 1.82 0.321
H -5.12 -1.19 1.58 0.499
H -4.34 -0.41 0.18 0.109
H 1.93 0.97 -5.72 0.452
H 0.23 0.88 -5.19 0.417
H 1.23 -0.58 -5.18 0.369
H 3.80 0.58 -3.84 0.465
H 2.97 -0.94 -3.42 0.223
H 3.26 0.28 -2.16 0.096
H 2.38 2.82 -3.95 0.463
H 1.97 2.52 -2.25 0.233
H 0.68 2.74 -3.45 0.416
S 2.60 0.24 0.47 -0.154
C 2.55 1.69 1.39 0.380
N 1.44 2.12 2.05 0.298
C 1.77 3.24 2.95 -0.503
C 3.20 3.59 2.58 -0.534
N 3.54 2.56 1.60 -0.092
H 0.73 1.46 2.37 0.159
H 1.66 2.95 4.00 0.324
H 1.08 4.07 2.74 0.316
H 3.86 3.52 3.46 0.339
H 3.29 4.59 2.15 0.339
H 4.47 2.50 1.18 0.256
```


C14H25BNO | ωB97M-V/def2-TZVPD

Energy: -19136.356 eV
LUMO: 0.0888 Eh
HOMO energy: -4.79 eV
Total charge: -1
Multiplicity: 1
Kohn-Sham gap: 7.209 eV

```
42
Properties=species:S:1:pos:R:3:mulliken_charge:R:1
C 5.04 0.16 2.27 -0.148
C 5.05 0.62 1.16 -0.105
C 4.99 1.18 -0.18 -0.913
B 4.43 2.75 -0.24 0.081
C 3.02 2.98 0.59 -0.639
C 1.79 3.01 -0.31 -0.486
C 0.46 3.11 0.43 -0.638
C 0.09 1.94 1.34 -0.785
N 0.14 0.62 0.74 0.364
C -0.99 -0.12 0.47 -0.432
C -0.62 -1.32 -0.08 -0.436
C 0.80 -1.32 -0.12 -0.846
C 1.23 -0.11 0.37 -0.402
H 5.04 -0.15 3.29 0.423
H 4.39 0.50 -0.79 0.239
H 5.99 1.15 -0.60 0.296
H 4.24 3.00 -1.44 -0.249
H 5.33 3.49 0.16 -0.241
H 3.08 3.95 1.10 0.079
H 2.90 2.24 1.39 0.161
H 1.88 3.89 -0.95 0.405
H 1.78 2.15 -0.99 0.289
H 0.51 3.99 1.07 0.326
H -0.37 3.29 -0.27 0.330
H 0.68 1.94 2.25 0.308
H -0.95 2.06 1.65 0.303
H -1.98 0.24 0.68 0.300
H -1.26 -2.12 -0.39 0.508
H 1.45 -2.10 -0.49 0.428
H 2.24 0.23 0.49 0.484
C -5.37 -2.16 -1.00 -1.256
C -4.57 -3.41 -1.34 0.446
C -5.43 -4.66 -1.31 -1.304
O -3.45 -3.54 -0.46 -0.486
H -5.78 -2.24 0.01 0.333
H -4.73 -1.28 -1.03 0.296
H -6.20 -2.02 -1.69 0.373
H -4.13 -3.29 -2.33 0.251
H -5.84 -4.82 -0.31 0.343
H -4.83 -5.54 -1.56 0.321
H -6.26 -4.59 -2.02 0.368
H -3.78 -3.64 0.44 0.314
```


C14H25BrCsFN2O5P | ωB97M-V/def2-TZVPD

Energy: -110722.572 eV
LUMO: -0.1453 Eh
HOMO energy: -12.12 eV
Total charge: +1
Multiplicity: 1
Kohn-Sham gap: 8.163 eV

```
50
Properties=species:S:1:pos:R:3:mulliken_charge:R:1
C 1.21 3.05 -0.57 -1.135
C 0.30 2.48 -1.33 -0.737
C -0.79 1.60 -0.80 0.721
O -1.02 1.92 0.58 0.790
C -1.77 3.05 0.84 -1.167
P -2.41 1.81 -1.72 0.332
N -3.69 1.35 -0.95 -0.721
C -0.33 0.10 -0.74 1.054
C 0.45 -0.38 -1.95 -1.132
C -0.02 -0.09 -3.37 -0.691
O 1.01 -0.45 -4.27 -0.554
O -1.54 -0.63 -0.46 -0.633
C -1.82 -1.63 -1.21 0.806
N -2.08 -2.50 -1.92 -0.595
O 0.55 0.09 0.35 -0.303
C 0.67 -1.07 1.13 1.150
F 0.58 -2.18 0.35 -0.440
C -0.39 -1.14 2.21 -1.215
O -0.17 -2.35 2.90 -0.359
C -1.34 -2.96 3.40 -0.832
C 2.07 -1.09 1.85 -0.750
Br 3.12 0.54 1.51 -0.129
C 2.89 -2.30 1.50 -0.744
C 3.54 -2.29 0.12 -1.008
H 1.98 3.64 -1.03 0.360
H 1.26 2.91 0.49 0.225
H 0.31 2.68 -2.39 0.414
H -1.49 3.44 1.83 0.151
H -1.58 3.88 0.13 0.467
H -2.84 2.83 0.92 -0.315
H -2.26 1.14 -2.94 0.159
H -2.44 3.18 -2.07 0.116
H -4.34 2.12 -0.84 0.223
H 0.63 -1.44 -1.88 0.585
H 1.42 0.08 -1.84 0.621
H -0.85 -0.73 -3.63 0.336
H -0.26 0.95 -3.54 0.296
H 1.73 0.17 -4.15 0.343
H -0.24 -0.31 2.89 0.243
H -1.38 -1.14 1.79 0.827
H -2.11 -2.25 3.63 0.355
H -1.71 -3.70 2.70 0.298
H -1.08 -3.49 4.30 0.289
H 1.93 -1.06 2.91 0.619
H 3.69 -2.34 2.23 0.453
H 2.31 -3.20 1.65 0.412
H 3.05 -1.60 -0.55 0.181
H 4.56 -1.95 0.20 0.373
H 3.53 -3.26 -0.34 0.313
Cs -2.85 4.50 2.09 0.943
```


C14H25Cl2N3 | ωB97M-V/def2-TZVPD

SMILES: CCCC#N.CCCC#N.CCCC#N.ClCCCl
Energy: -44438.292 eV
LUMO: 0.0100 Eh
HOMO energy: -10.92 eV
Multiplicity: 1
Kohn-Sham gap: 11.192 eV

```
44
Properties=species:S:1:pos:R:3:mulliken_charge:R:1
C -19.90 8.64 -8.80 -1.115
C -21.28 8.74 -9.46 -0.547
C -22.44 8.46 -8.52 0.765
C -22.51 7.07 -8.06 0.041
N -22.57 5.98 -7.70 -0.460
H -19.15 8.73 -9.59 0.358
H -19.77 7.66 -8.33 0.391
H -19.76 9.46 -8.10 0.230
H -21.34 8.05 -10.30 0.345
H -21.43 9.74 -9.89 0.277
H -23.40 8.71 -8.98 0.368
H -22.40 9.10 -7.63 -0.674
C -21.60 15.39 -7.76 -1.128
C -20.63 14.41 -8.42 -0.513
C -21.34 13.17 -8.97 -0.304
C -22.05 12.43 -7.92 0.227
N -22.57 11.85 -7.08 -0.436
H -22.30 15.77 -8.50 0.293
H -21.06 16.24 -7.32 0.330
H -22.18 14.93 -6.96 0.338
H -19.83 14.10 -7.74 0.328
H -20.15 14.92 -9.26 0.317
H -20.62 12.46 -9.39 0.224
H -22.05 13.43 -9.75 0.339
C -21.24 9.91 -2.31 -1.083
C -22.34 9.48 -3.26 -0.584
C -21.90 9.65 -4.72 -0.227
C -20.86 8.72 -5.11 0.363
N -20.02 8.00 -5.42 -0.501
H -20.37 9.26 -2.40 0.333
H -21.55 9.92 -1.27 0.338
H -20.92 10.93 -2.54 0.248
H -23.24 10.07 -3.10 0.353
H -22.57 8.43 -3.05 0.316
H -21.52 10.67 -4.83 0.229
H -22.76 9.59 -5.39 0.221
Cl -20.99 15.88 1.33 -0.182
C -20.47 15.35 -0.29 -0.445
C -21.33 14.21 -0.78 -0.410
Cl -20.95 12.68 0.06 -0.177
H -19.44 15.01 -0.20 0.317
H -20.57 16.20 -0.95 0.302
H -21.15 14.04 -1.84 0.257
H -22.38 14.42 -0.62 0.337
```